19
Properties=species:S:1:pos:R:3:forces:R:3 method="wB97M-V/def2-TZVPD" energy_ev=-8460.9648 total_charge=0 orbital_gap_ha=0.34191 e_homo_ev=-8.515 de_lowest_ev=3.389 max_force_ev_per_a=0.4
C 0.5470 2.0129 -0.5580 0.0 0.1 0.0
C 0.1674 0.5368 -0.4243 0.0 0.0 0.0
C 0.3529 0.0833 1.0374 0.0 0.0 0.0
C 0.5484 -1.4081 1.2663 0.2 0.1 0.0
O -0.6057 -2.1796 0.8451 -0.2 -0.2 -0.3
C -0.7061 -2.6791 -0.3474 0.3 0.1 0.3
C -1.2598 0.3557 -0.9575 0.0 0.0 0.0
H 1.5979 2.1897 -0.3037 -0.1 0.0 0.0
H 0.3784 2.3637 -1.5822 0.0 0.0 0.2
H -0.0733 2.6266 0.1082 0.1 -0.1 -0.1
H 0.8572 -0.0484 -1.0515 -0.1 0.1 0.1
H -0.4832 0.4443 1.6513 0.1 -0.1 -0.1
H 1.2590 0.5592 1.4392 -0.1 -0.1 0.0
H 0.6687 -1.6272 2.3310 0.0 0.0 -0.2
H 1.4195 -1.7855 0.7155 -0.1 0.1 0.0
H 0.2629 -2.4328 -0.8778 -0.1 -0.1 0.1
H -1.9428 1.0267 -0.4210 0.1 -0.1 0.0
H -1.2988 0.6250 -2.0189 0.0 0.0 0.2
H -1.6513 -0.6606 -0.8617 0.0 0.2 0.0